66
Properties=species:S:1:pos:R:3 method="wB97M-V/def2-TZVPD" relative_energy_ev=2.5019 multiplicity=5 total_charge=+1 energy_ha=-2183.68094 e_lumo_ev="-3.4593 / -5.2816" homo_lumo_gap_ev="6.37 / 6.20" s_squared=6.110
Pd 1.224 0.017 -0.694
F 5.677 1.070 -2.540
C 5.027 1.031 -1.378
C 3.652 0.872 -1.376
C 2.970 0.818 -0.161
C 3.665 0.885 1.053
C 5.046 1.080 0.980
F 5.746 1.176 2.118
C 5.741 1.164 -0.207
C 3.039 0.700 2.388
C 3.641 -0.140 3.328
C 3.094 -0.261 4.592
C 1.965 0.472 4.921
C 1.392 1.248 3.933
N 1.913 1.334 2.713
H 3.136 0.818 -2.333
H 6.811 1.318 -0.217
H 4.528 -0.691 3.053
H 3.550 -0.918 5.320
H 1.534 0.440 5.911
H 0.493 1.825 4.109
C 1.182 -3.037 -2.103
C -0.195 -2.565 -1.748
C -1.310 -3.404 -1.789
C -2.523 -2.961 -1.317
C -2.654 -1.645 -0.833
C -3.839 -1.104 -0.259
C -3.881 0.240 0.136
C -2.817 1.080 0.005
C -1.500 0.627 -0.562
S 0.283 2.345 0.731
C -1.519 -0.835 -0.935
N -0.332 -1.299 -1.339
H 1.184 -3.560 -3.058
H 1.546 -3.734 -1.346
H 1.873 -2.196 -2.157
H -1.196 -4.410 -2.170
H -3.385 -3.616 -1.318
H -4.709 -1.736 -0.145
H -4.809 0.629 0.537
H -2.893 2.127 0.271
C -3.649 2.288 -5.092
C -3.963 1.218 -4.258
C -3.147 0.895 -3.197
C -1.976 1.646 -2.923
C -1.648 2.694 -3.827
C -2.481 3.015 -4.872
C -1.156 1.459 -1.800
C -0.320 0.740 0.480
C -0.487 -0.125 1.707
C -1.477 0.207 2.633
C -1.709 -0.605 3.732
C -0.950 -1.746 3.932
C 0.070 -2.060 3.046
C 0.298 -1.256 1.940
H -4.308 2.551 -5.909
H -4.855 0.635 -4.446
H -3.410 0.063 -2.559
H -0.748 3.272 -3.654
H -2.224 3.840 -5.524
H -0.306 2.123 -1.718
H -2.064 1.105 2.494
H -2.485 -0.342 4.439
H -1.146 -2.387 4.781
H 0.687 -2.932 3.221
H 1.106 -1.499 1.258

***

9
Properties=species:S:1:pos:R:3 method="wB97M-V/def2-TZVPD" relative_energy_ev=0.7026 multiplicity=1 smiles=C[C@H](F)S energy_ha=-577.20888 e_lumo_ev=0.9921 homo_lumo_gap_ev=10.28
C 0.920 0.462 -0.322
C -0.127 -0.284 0.471
F -0.199 -1.622 0.118
S -1.781 0.418 -0.126
H 0.723 0.775 -1.362
H 1.845 0.012 -0.202
H 1.195 1.482 0.099
H -0.188 -0.423 1.690
H -2.388 -0.820 -0.366

***

8
Properties=species:S:1:pos:R:3 method="wB97M-V/def2-TZVPD" relative_energy_ev=0.0000 multiplicity=2 total_charge=-1 energy_ha=-890.48571 e_lumo_ev="2.9430 / 2.8989" homo_lumo_gap_ev="4.91 / 6.33" s_squared=0.772
C -1.376 -0.486 0.248
H -2.278 -1.113 0.154
K 2.376 0.433 0.119
F 4.485 1.271 0.396
O -1.644 1.931 -0.424
C -1.561 0.773 -0.180
C -0.006 -0.895 0.061
H 0.002 -1.914 -0.374